{"formula": "C3H8OS2", "method": "ωB97M-V with the def2-TZVPD basis set", "symbols": ["C", "C", "O", "H", "H", "H", "H", "C", "S", "S", "H", "H", "H", "H"], "coordinates": [[-1.768, 1.379, -0.841], [-1.909, -0.103, -1.093], [-2.839, -0.732, -0.666], [-2.679, 1.874, -0.506], [-0.903, 1.553, -0.197], [-1.455, 1.843, -1.796], [-1.133, -0.521, -1.755], [2.180, 1.263, 1.151], [1.689, 0.064, -0.250], [0.353, -1.075, 0.872], [3.182, 1.663, 1.079], [1.414, 1.991, 0.895], [2.014, 0.695, 2.056], [-0.697, -1.740, 0.353]], "forces_ev_per_a": [[0.66, 0.24, -1.10], [-0.72, 1.36, 0.16], [0.07, -0.61, -0.12], [0.11, -0.32, 0.27], [-0.23, -0.02, 0.27], [-0.20, -0.12, 0.25], [0.08, -0.34, 0.07], [-1.84, -0.92, -1.45], [0.78, -0.05, -0.64], [0.53, -0.43, 2.55], [0.18, -0.31, -0.40], [0.30, 0.53, 1.11], [-0.03, 0.32, 0.30], [0.31, 0.68, -1.29]], "de_lowest_kcal_mol": 36.25, "orbital_gap_ev": 8.52, "largest_force_ev_per_a": 2.64, "homo_energy_ev": -8.4, "charge": 0}

***

{"formula": "C16H42N4OP", "method": "ωB97M-V with the def2-TZVPD basis set", "symbols": ["N", "P", "C", "C", "N", "C", "C", "O", "H", "H", "H", "H", "H", "H", "H", "H", "H", "H", "H", "H", "C", "C", "N", "C", "C", "C", "C", "H", "H", "H", "H", "H", "H", "H", "H", "H", "H", "H", "H", "H", "H", "H", "C", "C", "N", "C", "C", "C", "C", "H", "H", "H", "H", "H", "H", "H", "H", "H", "H", "H", "H", "H", "H", "H"], "coordinates": [[0.832, -5.681, 1.917], [1.626, -4.616, 1.119], [2.560, -3.325, 2.077], [3.006, -3.826, 3.437], [4.089, -4.878, 3.298], [4.912, -4.693, 2.036], [4.923, -3.226, 1.667], [3.623, -2.765, 1.324], [0.658, -5.552, 2.903], [2.612, -5.155, 0.278], [0.930, -3.826, 0.189], [1.836, -2.528, 2.267], [2.177, -4.262, 3.985], [3.424, -3.016, 4.030], [4.704, -4.813, 4.110], [3.672, -5.812, 3.313], [4.438, -5.286, 1.261], [5.908, -5.086, 2.222], [5.342, -2.620, 2.478], [5.553, -3.079, 0.792], [-1.971, -0.393, -2.687], [-1.485, -1.153, -1.464], [-1.717, -0.431, -0.224], [-0.994, -0.959, 0.911], [-1.349, -2.370, 1.398], [-3.088, -0.005, 0.026], [-4.169, -1.090, 0.067], [-1.551, 0.614, -2.704], [-1.661, -0.913, -3.594], [-3.058, -0.312, -2.714], [-0.402, -1.296, -1.541], [-1.932, -2.161, -1.469], [-1.109, -0.253, 1.738], [0.071, -0.942, 0.641], [-2.302, -2.410, 1.921], [-0.586, -2.718, 2.105], [-1.389, -3.086, 0.574], [-3.355, 0.723, -0.743], [-3.081, 0.550, 0.967], [-4.077, -1.779, -0.774], [-5.155, -0.628, 0.003], [-4.141, -1.676, 0.985], [-0.312, 2.847, -0.366], [-1.303, 3.736, -1.102], [-0.986, 5.149, -1.011], [-2.071, 6.020, -1.431], [-2.507, 5.972, -2.900], [0.348, 5.524, -1.457], [0.755, 5.148, -2.887], [-0.199, 3.180, 0.667], [-0.680, 1.819, -0.374], [0.673, 2.857, -0.837], [-2.294, 3.609, -0.655], [-1.393, 3.377, -2.142], [-1.788, 7.044, -1.174], [-2.934, 5.774, -0.805], [-1.779, 6.441, -3.561], [-3.451, 6.505, -3.020], [-2.663, 4.947, -3.241], [1.070, 5.079, -0.767], [0.435, 6.605, -1.322], [0.501, 4.111, -3.114], [1.835, 5.254, -3.002], [0.280, 5.779, -3.636]], "forces_ev_per_a": [[0.58, -0.04, 0.22], [-0.35, -0.06, -0.11], [0.10, 0.06, 0.09], [0.00, 0.02, 0.05], [0.03, 0.03, 0.07], [-0.01, -0.04, 0.06], [-0.11, 0.03, -0.02], [0.05, -0.02, -0.10], [-0.34, -0.01, -0.10], [0.02, -0.03, -0.05], [0.00, 0.12, -0.02], [0.00, 0.03, -0.01], [0.01, -0.03, 0.03], [0.04, 0.04, -0.03], [-0.05, -0.08, -0.02], [-0.05, 0.05, -0.09], [0.04, -0.04, -0.04], [0.04, 0.03, 0.02], [0.00, -0.02, 0.03], [0.00, -0.01, -0.01], [0.03, 0.01, -0.01], [0.01, 0.01, 0.03], [-0.08, -0.11, -0.04], [0.05, 0.05, 0.02], [0.08, -0.02, 0.02], [0.02, 0.04, 0.03], [0.00, 0.01, 0.00], [-0.01, 0.00, 0.00], [0.00, 0.01, 0.00], [0.00, -0.01, 0.00], [0.00, -0.02, -0.02], [-0.01, 0.01, 0.02], [0.00, -0.01, 0.01], [0.00, -0.01, -0.01], [-0.02, 0.03, -0.03], [-0.04, -0.03, 0.03], [-0.01, -0.01, 0.01], [0.01, -0.01, -0.02], [-0.03, 0.00, 0.00], [-0.01, 0.02, -0.02], [0.00, 0.00, 0.02], [0.03, -0.02, -0.01], [-0.05, 0.02, 0.00], [-0.03, 0.03, -0.02], [0.03, -0.06, -0.04], [0.00, 0.04, 0.03], [0.00, 0.00, 0.01], [-0.01, 0.04, -0.01], [0.00, 0.00, 0.02], [0.01, 0.00, 0.00], [0.05, -0.01, 0.04], [0.00, 0.00, -0.01], [0.00, -0.03, -0.01], [0.01, 0.02, 0.00], [-0.02, 0.00, 0.00], [0.00, -0.01, 0.00], [0.01, -0.01, 0.00], [0.00, 0.01, -0.01], [-0.01, 0.00, 0.01], [-0.01, -0.01, 0.01], [0.02, 0.00, -0.01], [0.02, -0.01, 0.01], [0.00, 0.02, -0.01], [-0.03, -0.02, 0.00]], "de_lowest_kcal_mol": 0.00, "orbital_gap_ev": 5.77, "largest_force_ev_per_a": 0.62, "homo_energy_ev": -9.3, "charge": 1}

***

{"formula": "C17H34BaOP2", "method": "ωB97M-V with the def2-TZVPD basis set", "symbols": ["P", "P", "C", "C", "H", "H", "H", "H", "C", "H", "H", "H", "C", "H", "H", "H", "C", "H", "H", "H", "C", "H", "H", "H", "Ba", "C", "C", "C", "C", "C", "C", "C", "C", "C", "H", "H", "H", "H", "H", "H", "H", "H", "H", "H", "H", "H", "H", "H", "H", "C", "C", "O", "H", "H", "H"], "coordinates": [[2.245, -2.269, -0.894], [-0.644, -3.176, -0.160], [1.994, -4.107, -0.549], [0.538, -4.517, -0.769], [2.308, -4.283, 0.494], [2.662, -4.664, -1.225], [0.323, -4.674, -1.840], [0.306, -5.440, -0.215], [-0.892, -3.901, 1.517], [-1.741, -3.393, 1.987], [0.005, -3.742, 2.127], [-1.100, -4.975, 1.430], [-2.142, -3.865, -0.967], [-2.255, -4.930, -0.725], [-2.048, -3.732, -2.052], [-3.009, -3.301, -0.605], [3.914, -2.167, -0.140], [4.329, -1.180, -0.372], [4.566, -2.955, -0.539], [3.815, -2.274, 0.947], [2.763, -2.477, -2.650], [1.890, -2.721, -3.266], [3.511, -3.277, -2.724], [3.193, -1.529, -2.992], [-1.588, 4.133, -0.377], [-2.074, 0.853, -0.116], [-1.632, 0.791, 1.144], [-0.349, 0.191, 1.593], [0.852, 1.179, 1.735], [1.130, 2.088, 0.591], [0.862, 1.864, -0.704], [0.251, 0.627, -1.274], [-1.300, 0.618, -1.369], [0.339, 5.863, 0.067], [-3.135, 1.085, -0.290], [-2.274, 1.166, 1.956], [-0.062, -0.678, 0.980], [-0.502, -0.232, 2.600], [0.668, 1.808, 2.622], [1.738, 0.565, 1.978], [1.684, 3.001, 0.857], [1.205, 2.607, -1.453], [0.623, -0.280, -0.770], [0.626, 0.527, -2.308], [-1.602, 1.374, -2.123], [-1.577, -0.347, -1.831], [-0.096, 6.707, -0.508], [1.303, 5.582, -0.389], [0.536, 6.210, 1.094], [-3.257, 6.456, 1.551], [-3.286, 4.986, 1.849], [-3.849, 4.307, 2.648], [-3.491, 6.646, 0.482], [-2.255, 6.858, 1.794], [-4.018, 6.995, 2.152]], "forces_ev_per_a": [[0.71, -1.02, 0.15], [-0.05, -1.01, -0.19], [0.01, 0.46, -0.04], [-0.25, 0.38, 0.09], [-0.14, -0.01, -0.35], [-0.05, 0.05, 0.41], [0.14, 0.01, 0.35], [-0.01, 0.15, -0.40], [-0.11, 0.25, 0.02], [0.17, -0.14, 0.11], [-0.21, -0.05, -0.02], [0.02, 0.22, 0.15], [-0.13, 0.06, 0.11], [-0.11, 0.20, -0.15], [-0.14, -0.05, 0.21], [0.01, -0.21, -0.18], [0.07, 0.14, -0.10], [0.12, -0.19, 0.15], [0.01, 0.19, 0.17], [0.14, 0.07, -0.20], [-0.05, 0.26, 0.00], [0.20, 0.06, 0.01], [-0.13, 0.19, -0.12], [-0.07, -0.19, -0.15], [-0.17, -0.15, 0.50], [-0.46, 0.15, 0.23], [-0.60, 0.21, 0.11], [1.15, -0.29, 0.52], [-0.58, -0.50, 0.68], [0.50, 0.38, -0.70], [0.40, 0.59, 0.16], [-0.22, -0.67, -0.50], [0.65, -0.46, -0.67], [-0.02, -0.20, 0.02], [0.37, 0.29, 0.22], [0.00, -0.31, -0.46], [-0.19, 0.46, 0.09], [-0.05, 0.18, -0.29], [0.09, -0.18, -0.21], [-0.15, 0.34, -0.13], [-0.37, -0.26, -0.21], [-0.23, -0.24, 0.60], [-0.36, 0.56, -0.20], [-0.16, 0.01, 0.26], [0.00, -0.16, 0.25], [-0.06, 0.27, 0.17], [0.31, 0.02, 0.12], [-0.10, 0.26, 0.01], [-0.03, 0.02, -0.26], [-1.29, 1.18, 1.33], [3.08, -1.52, -3.96], [-1.72, 0.40, 2.15], [0.27, -0.24, 0.50], [-0.38, -0.25, -0.24], [0.16, 0.30, -0.10]], "de_lowest_kcal_mol": 0.00, "orbital_gap_ev": 4.61, "largest_force_ev_per_a": 5.24, "homo_energy_ev": -5.0, "charge": 0}